20
Properties=species:S:1:pos:R:3 method="wB97M-V/def2-TZVPD" total_charge=-1 spin_multiplicity=2 homo_energy_ev="-0.82 / -0.79" de_lowest_kcal_mol=50.9 s_squared=0.76
O 3.01833 1.13471 -0.26876
C 3.13619 -0.31927 0.05837
C 1.85508 -0.95405 -0.11665
C 0.61757 -0.55663 0.64410
C -0.38487 0.18161 -0.30150
C -4.22890 0.08662 0.12676
C -2.91698 -0.10226 -0.25094
C -1.73433 0.40818 0.30712
H 3.36702 -0.24146 1.12901
H 1.70102 -1.73531 -0.85656
H 4.03018 -0.66829 -0.45025
H 0.95731 0.13857 1.40806
H 0.14151 -1.49549 0.92242
H -0.52992 -0.37962 -1.23043
H 0.08770 1.14294 -0.54641
H 3.01765 1.26205 -1.21459
H -5.03350 -0.29898 -0.48890
H -4.50066 0.60691 1.04035
H -2.81782 -0.73077 -1.14954
H -1.97303 1.26921 0.93142

---

23
Properties=species:S:1:pos:R:3 method="wB97M-V/def2-TZVPD" total_charge=-1 homo_energy_ev=-4.51 de_lowest_kcal_mol=0.7
C -1.96474 3.40231 -1.31843
C 0.81953 0.12006 -0.86947
C -0.06811 0.41804 0.15611
C 0.82195 0.92731 -2.01773
C -0.99034 1.46037 0.01870
C -0.05552 1.99156 -2.09288
C -1.00981 2.24789 -1.11203
O 1.78055 -0.81047 -0.79567
H 1.85863 -1.27609 0.08809
H -0.08779 -0.30081 0.98211
H 1.50395 0.62057 -2.79869
H -1.66922 1.64648 0.85024
H 0.05636 2.64084 -2.95701
H -2.72964 3.44216 -0.53988
H -2.49798 3.30879 -2.26380
H -1.44276 4.35311 -1.31079
C 0.80390 -4.07529 2.50355
C 0.81239 -2.64461 1.93068
O 1.89288 -2.30952 1.36975
O -0.22637 -1.97968 2.06449
H 1.48385 -4.08577 3.37348
H 1.07458 -4.82926 1.77267
H -0.16632 -4.26798 2.96650

---

169
Properties=species:S:1:pos:R:3 method="wB97M-V/def2-TZVPD" total_charge=0 homo_energy_ev=-8.48
C 8.27866 2.20159 4.09862
C 9.11412 1.33046 3.14758
C 8.29102 0.73330 2.00852
C 7.24123 -0.24877 2.57056
C 7.49393 -1.71069 2.15274
C 6.21221 -2.53111 2.36485
C 5.42176 -2.73398 1.04307
C 3.96510 -2.21137 1.11743
C 2.99791 -3.26758 0.56362
C 1.51520 -2.84103 0.40557
C 1.16480 -1.54329 1.12678
C -0.30705 -1.05881 0.96355
O -0.93353 -1.84624 -0.03337
N -0.25065 0.30891 0.43927
C -1.41921 0.84347 -0.16512
Br -1.26453 0.80829 -2.15998
C -1.58877 2.30713 0.20647
C -2.98990 2.82910 -0.06712
C -1.28727 -1.19590 2.16194
O -1.44603 -2.50223 2.68612
C -0.57871 -3.05764 3.63107
C -1.32570 -3.44976 4.92338
N -0.76745 -2.75859 6.06905
C -1.47524 -3.01274 7.32085
O -0.08083 -4.26770 3.05682
C 1.26850 -4.54454 3.35641
C 1.53117 -5.22550 4.71098
C 2.78217 -6.12190 4.56602
C -1.27929 0.00429 3.14372
I 0.63741 0.68331 3.86040
C -2.40651 -0.13880 4.20217
C -3.59635 0.66015 3.67760
I -1.97269 0.72790 6.13937
H 7.21836 2.01143 3.99301
H 8.52757 1.94747 5.12259
H 8.47444 3.25012 3.90859
H 9.94525 1.87877 2.71761
H 9.52535 0.49842 3.71218
H 8.91201 0.18304 1.31153
H 7.75553 1.52113 1.48415
H 6.23454 -0.01892 2.22976
H 7.20329 -0.24187 3.65590
H 8.28732 -2.12319 2.77405
H 7.81752 -1.72580 1.11766
H 6.45834 -3.51812 2.74429
H 5.57816 -2.06012 3.10432
H 5.37365 -3.79611 0.81740
H 5.93855 -2.26123 0.21958
H 3.91096 -1.36277 0.44048
H 3.70564 -1.87859 2.11541
H 3.11750 -4.16656 1.16142
H 3.37725 -3.51717 -0.42176
H 1.34520 -2.74519 -0.65917
H 0.86527 -3.64671 0.72306
H 1.51977 -1.60325 2.14566
H 1.77605 -0.78835 0.65023
H -0.52152 -1.64440 -0.88907
H 0.19299 0.96454 1.06956
H -2.33572 0.30925 0.03999
H -1.38532 2.43945 1.27010
H -0.86190 2.92614 -0.30618
H -3.17564 2.84876 -1.13389
H -3.04116 3.85097 0.29517
H -3.75714 2.27927 0.46288
H -2.24348 -1.03563 1.66522
H 0.28501 -2.45996 3.92354
H -2.39569 -3.28650 4.84113
H -1.19589 -4.52597 5.05770
H 0.22629 -2.91542 6.15414
H -2.52689 -3.11844 7.08493
H -1.11729 -3.93095 7.79021
H -1.39547 -2.15546 7.98059
H 1.59090 -5.25374 2.60069
H 1.91804 -3.67399 3.25329
H 0.66973 -5.79000 5.03873
H 1.82011 -4.45897 5.42394
H 2.52947 -7.15256 4.35937
H 3.35313 -6.05567 5.48451
H 3.42167 -5.69145 3.80066
H -1.62384 0.82255 2.53761
H -2.73698 -1.16101 4.29247
H -3.29284 1.67327 3.42594
H -3.91004 0.18914 2.75079
H -4.41370 0.65122 4.37995
C -6.81250 -2.72829 2.99768
C -7.25216 -1.27148 3.11815
C -8.72387 -1.02575 2.75538
O -9.01569 -1.05691 1.37255
C -9.13203 -2.34846 0.80448
N -6.34379 -0.43766 2.32360
H -6.62103 -3.01731 1.96536
H -5.88322 -2.88290 3.54712
H -7.56231 -3.40390 3.41370
H -7.13698 -0.98471 4.16827
H -8.98365 -0.01428 3.07868
H -9.38623 -1.71236 3.30007
H -9.58961 -3.05575 1.50219
H -8.16170 -2.72660 0.47587
H -9.76973 -2.26418 -0.07500
H -6.55589 0.54169 2.49755
H -6.58403 -0.56986 1.34351
C 3.32235 0.80325 -4.04400
C 2.59745 1.00182 -2.71525
C 3.11999 2.18065 -1.88367
O 4.35926 1.96237 -1.23409
C 5.50495 2.08615 -2.05442
N 2.62773 -0.25400 -1.96006
H 4.28509 0.30839 -3.92051
H 2.72357 0.17243 -4.70128
H 3.48477 1.75592 -4.55262
H 1.55288 1.22165 -2.94692
H 2.40388 2.36075 -1.07665
H 3.16133 3.10117 -2.48236
H 5.38186 2.87458 -2.80275
H 5.74439 1.14136 -2.54758
H 6.34478 2.34545 -1.40942
H 2.03778 -0.15160 -1.13720
H 3.56680 -0.36554 -1.58367
C -6.38625 4.81413 -2.66619
C -5.60418 3.54519 -2.99422
C -5.88600 2.97556 -4.39212
O -7.12633 2.31282 -4.53426
C -8.25213 3.15848 -4.69444
N -5.84465 2.55516 -1.93996
H -7.41740 4.60206 -2.38762
H -5.92702 5.32420 -1.81893
H -6.39053 5.50620 -3.51070
H -4.54110 3.80580 -2.97198
H -5.12966 2.21422 -4.60069
H -5.77783 3.75018 -5.16442
H -8.01008 4.04882 -5.28066
H -8.66506 3.44989 -3.72600
H -9.01934 2.59532 -5.22357
H -5.23088 1.75822 -2.09129
H -6.77844 2.17694 -2.08153
C -10.99698 2.81942 -10.29465
C -11.73467 2.98330 -8.96861
C -11.27617 4.19158 -8.13871
O -10.02935 4.03852 -7.48698
C -8.89213 4.21399 -8.31200
N -11.63807 1.72849 -8.21587
H -10.01179 2.37359 -10.16579
H -11.56031 2.15820 -10.95281
H -10.88019 3.77808 -10.80421
H -12.78988 3.15046 -9.20402
H -12.00121 4.33894 -7.33402
H -11.27988 5.11092 -8.74004
H -9.05638 4.98928 -9.06561
H -8.60577 3.27846 -8.79664
H -8.06406 4.51902 -7.67202
H -12.22977 1.78631 -7.39159
H -10.69476 1.66415 -7.84079
C 13.74640 -0.19525 -1.57096
C 12.88231 0.99354 -1.15949
C 12.64582 1.10610 0.35367
O 11.72101 0.18003 0.88934
C 12.22317 -1.12609 1.10118
N 11.62332 0.94644 -1.91019
H 13.18684 -1.12953 -1.57496
H 14.12308 -0.04706 -2.58291
H 14.60615 -0.30853 -0.90747
H 13.41584 1.90030 -1.45961
H 12.21050 2.08951 0.55119
H 13.59273 1.06206 0.90907
H 13.26892 -1.10973 1.42112
H 12.11790 -1.74172 0.20526
H 11.62353 -1.58416 1.88814
H 11.09810 1.79876 -1.73512
H 11.04846 0.21279 -1.50281

---

9
Properties=species:S:1:pos:R:3 method="wB97M-V/def2-TZVPD" total_charge=0 smiles="C#CBr.C=C=O" homo_energy_ev=-9.42 de_lowest_kcal_mol=68.7
C 1.25916 -0.90156 -0.57200
C 0.81891 -1.34822 -1.59454
Br 0.52739 -2.91056 -2.53903
H 1.68818 -0.33007 0.24586
C -1.31875 1.12603 1.21617
C -0.37115 1.12021 0.29491
O 0.38549 1.63719 -0.40971
H -0.81726 1.16563 2.15657
H -2.17196 0.44135 1.20177